[1]
This record from the Open Molecules 2025 dataset describes one molecule with the formula C4H9NO. The level of theory is ωB97M-V/def2-TZVPD.

Each atom is followed by the atoms it is bonded to, with distances in Å.
Cartesian coordinates (Å):
1 N -0.539 -1.701 1.019  C2 1.485, H7 1.023, H8 1.013
2 C -0.770 -0.825 -0.157  N1 1.485, C3 1.505, H9 1.097, H10 1.097
3 C 0.391 0.117 -0.332  C2 1.505, O4 1.390, C5 1.487, C6 1.519
4 O 1.593 -0.571 -0.454  C3 1.390, H11 0.967
5 C 0.291 1.394 -1.086  C3 1.487, C6 1.510, H12 1.069, H13 1.091
6 C 0.416 1.437 0.418  C3 1.519, C5 1.510, H14 1.090, H15 1.092
7 H -1.133 -2.534 0.991  N1 1.023
8 H -0.780 -1.208 1.871  N1 1.013
9 H -0.758 -1.478 -1.039  C2 1.097
10 H -1.708 -0.258 -0.109  C2 1.097
11 H 1.574 -1.259 0.224  O4 0.967
12 H 1.159 1.697 -1.632  C5 1.069
13 H -0.672 1.656 -1.527  C5 1.091
14 H 1.380 1.760 0.810  C6 1.090
15 H -0.443 1.772 1.004  C6 1.092

## Properties
**SMILES string**: NCC1(O)CC1
**Gap between HOMO and LUMO**: 10.3 eV
**Charge**: 0
**F_max**: 0.756 eV Å⁻¹
**Spin multiplicity**: 1



[2]
This record from the Open Molecules 2025 dataset describes a 2-piece molecular cluster, C4H9NO overall at a distorted geometry. The level of theory is ωB97M-V/def2-TZVPD.

Each atom is followed by the atoms it is bonded to, with distances in Å.
Cartesian coordinates (Å):
1 C 0.758 1.343 0.451  C2 1.403, H4 1.083, H5 1.077
2 C 2.041 0.912 0.080  C1 1.403, N3 1.297, H6 1.087
3 N 3.110 1.647 0.071  C2 1.297, H7 1.021, H8 1.014
4 H 0.583 2.411 0.457  C1 1.083
5 H 0.079 0.643 0.908  C1 1.077
6 H 2.188 -0.141 -0.147  C2 1.087
7 H 3.102 2.638 0.317  N3 1.021
8 H 3.928 1.302 -0.421  N3 1.014
9 C -1.807 -1.679 0.500  C10 1.329, H12 1.073, H13 1.086
10 C -2.339 -1.903 -0.697  C9 1.329, O11 1.368, H14 1.079
11 O -2.820 -0.913 -1.507  C10 1.368, H15 0.965
12 H -1.499 -2.454 1.175  C9 1.073
13 H -1.708 -0.637 0.790  C9 1.086
14 H -2.428 -2.910 -1.076  C10 1.079
15 H -3.187 -0.258 -0.902  O11 0.965

## Properties
**Gap between HOMO and LUMO (spin up / spin down)**: 7.9 / 4.5 eV
**Charge**: +1
**F_max**: 1.089 eV Å⁻¹
**Spin multiplicity**: 2